1.
{
  "formula": "C15H27HgN3O3",
  "method": "the ωB97M-V functional and the def2-TZVPD basis",
  "e_lumo_ev": [-7.9, -7.9],
  "molar_mass_g_mol": 497.99,
  "e_above_lowest_kcal_mol": 226.2,
  "total_charge": 2,
  "orbital_gap_ev": [4.426, 4.422],
  "spin_multiplicity": 1,
  "elements": ["H", "H", "H", "H", "H", "H", "H", "H", "H", "O", "H", "H", "H", "Hg", "C", "H", "H", "H", "H", "H", "C", "C", "H", "H", "O", "H", "C", "H", "O", "C", "H", "C", "C", "C", "C", "N", "C", "H", "N", "H", "H", "C", "C", "C", "C", "N", "H", "C", "H"],
  "positions_angstrom": [[-0.5412, -2.9450, 3.1199], [-2.5840, 1.7077, -7.1743], [4.2782, 2.5187, -4.0229], [-2.2800, 1.3982, 1.3245], [-3.4338, 0.2108, -7.7728], [-2.4217, -1.4260, 3.7693], [-2.5483, -0.2186, 1.2773], [-1.4647, -1.3409, -9.0990], [1.0442, -2.2350, 1.5526], [2.9353, 3.0901, -2.5239], [2.8381, 1.0492, -5.0345], [-1.6505, 0.3547, -4.3029], [3.1331, 3.8435, -4.4517], [0.2543, 0.4470, 0.2133], [1.1028, 0.0522, -3.0334], [-2.9684, -1.9407, -8.1809], [-0.5570, 1.5829, -5.4757], [-1.8630, 0.7907, -8.5793], [1.3749, -0.4012, -5.3508], [1.5251, 2.2672, -5.1297], [1.1874, -0.8587, -4.1486], [-1.4314, -1.0273, 3.5154], [-0.6872, 0.9873, 3.2187], [-1.1268, -3.3866, -5.8503], [0.4597, -0.1808, -1.9829], [0.5808, -2.7254, -6.6482], [-0.7561, -2.0148, 2.5707], [-0.8689, -0.9987, 4.4594], [1.6315, 2.0664, -0.9911], [2.3116, 1.8352, -4.4788], [-0.9243, -1.9052, -3.6829], [-1.4085, 0.6967, -5.4839], [-1.5969, 0.4097, 3.0266], [0.2635, -1.9580, -3.9729], [3.2526, 2.8887, -3.9525], [-1.8744, 0.4944, 1.5696], [-1.6446, -0.0878, -6.5791], [1.0853, -1.0699, 2.7096], [1.7194, 1.3321, -3.2298], [-1.5022, -2.9887, -8.3398], [-2.4125, 0.8976, 3.5834], [-2.4337, 0.6861, -7.6246], [-1.8589, -1.9348, -8.2471], [2.0440, 2.1371, -2.1106], [-0.5580, -2.4331, -6.3678], [0.4939, -1.4811, 1.9813], [-1.4272, -2.2865, 1.7457], [-1.2808, -1.4613, -6.9530], [0.8092, -3.0651, -3.9718]],
  "forces_ev_per_a": [[-0.0766, 0.2889, -0.1672], [-0.2062, -0.8390, -0.9374], [-0.0495, 0.3916, 0.2053], [-0.0347, -0.1963, 0.1848], [0.8402, 0.4395, 0.1010], [0.2297, -0.0695, -0.0553], [0.2627, 0.2288, 0.0104], [-0.6495, -0.3545, 0.2179], [-0.2668, 0.3724, 0.1674], [-1.0927, -1.0760, -0.0256], [-0.1393, 0.2245, 0.2956], [0.8912, 0.6690, -3.3518], [0.1545, 0.0751, 0.1009], [-0.3909, -0.8850, -0.4549], [0.7602, 0.7233, -4.0221], [0.6993, 0.2040, -0.2046], [-3.1984, -1.4232, -0.5035], [-0.7452, -0.1026, 0.5726], [-0.0457, -1.5929, 3.9663], [0.3143, -0.2801, 0.3191], [-1.5930, 3.1295, -1.0939], [-0.1068, -0.1270, 0.3387], [-0.1724, -0.0444, -0.0174], [1.3722, 2.7009, -1.2508], [-0.6785, -0.5372, 1.8136], [-3.1543, 0.5251, -0.1733], [-0.1970, -0.1114, -0.2324], [-0.1894, 0.0661, -0.1683], [-0.6085, -0.1332, 2.2952], [-0.8245, -0.3996, 0.2432], [3.4490, -0.0322, -0.0035], [3.5151, -0.0644, 4.9020], [0.1532, 0.2778, 0.1321], [-1.4011, -4.1452, -2.7534], [0.5342, 0.1922, 0.6817], [0.6070, 0.2445, -0.8861], [-0.3861, -2.5815, -1.2711], [-0.1416, -0.2855, -0.1613], [-0.0168, -0.0067, 2.0621], [-0.5496, 0.8613, -0.4737], [0.2936, -0.1769, -0.1571], [0.5230, 1.4755, -0.3433], [0.9119, -0.7054, -1.0433], [1.4620, 0.3377, -4.3178], [4.7361, -5.0039, 6.1809], [0.6617, 0.6967, -0.4737], [0.1865, 0.0493, 0.1222], [-3.6064, 4.2181, -0.3982], [-2.0359, 2.7821, 0.0276]]
}

---

2.
{
  "formula": "C5H7NO",
  "method": "the ωB97M-V functional and the def2-TZVPD basis",
  "e_lumo_ev": -0.8,
  "molar_mass_g_mol": 97.12,
  "e_above_lowest_kcal_mol": 142.6,
  "total_charge": 0,
  "orbital_gap_ev": 8.137,
  "spin_multiplicity": 1,
  "elements": ["H", "C", "C", "O", "H", "H", "H", "C", "H", "C", "N", "H", "C", "H"],
  "positions_angstrom": [[1.7417, -0.3124, 1.0496], [0.2455, 0.7030, -1.7001], [0.0423, 1.3382, 0.7776], [-0.4899, 0.5156, -2.6368], [-2.1589, -0.1796, 0.3852], [-1.3063, -1.5435, -0.4624], [-0.4990, -0.0665, 1.8891], [0.8154, -0.6920, 0.5874], [1.2369, 1.1828, -1.8433], [-1.2000, -0.6523, 0.1750], [-0.4120, -0.9766, 1.4075], [1.1036, -1.5545, -0.0466], [-0.0926, 0.3341, -0.2760], [0.9732, 1.9036, 0.6937]],
  "forces_ev_per_a": [[-0.4940, -0.1307, 0.2634], [0.0086, -0.3057, -0.0376], [0.4381, -0.0173, -0.2550], [0.1470, 0.0329, 0.4314], [-0.0696, -0.2170, -0.0706], [0.0799, 0.4298, 0.1504], [-0.1627, -0.7252, 0.4766], [0.3800, 0.1696, 0.1166], [-0.0534, -0.0213, 0.0868], [-0.4260, 0.1794, -0.0254], [0.3386, -0.5327, -0.5007], [-0.3354, 0.5167, 0.1777], [0.0283, 0.1282, -0.0704], [0.1206, 0.4933, -0.7433]]
}

---

3.
{
  "formula": "C4H5F2NO",
  "method": "the ωB97M-V functional and the def2-TZVPD basis",
  "e_lumo_ev": 0.6,
  "molar_mass_g_mol": 121.09,
  "e_above_lowest_kcal_mol": 37.3,
  "total_charge": 0,
  "orbital_gap_ev": 10.155,
  "spin_multiplicity": 1,
  "elements": ["C", "H", "H", "F", "H", "F", "H", "H", "N", "C", "C", "C", "O"],
  "positions_angstrom": [[-0.7871, 0.2223, 1.0465], [-1.0696, 2.3125, -0.4382], [-0.1216, 0.1478, 1.9011], [0.4133, 1.9126, -1.8732], [0.6951, -1.7883, 1.2108], [-1.5226, -0.9046, 1.1353], [-1.5068, 0.9679, 1.2602], [0.8772, -0.4619, -1.8384], [0.7642, -0.4631, -0.6891], [-0.2146, 1.6997, -0.7414], [1.0041, -1.6242, -0.0505], [-0.1075, 0.5447, -0.2064], [1.5758, -2.5653, -0.7168]],
  "forces_ev_per_a": [[-0.0439, 1.0940, 1.8326], [0.7703, 0.5240, -0.4487], [0.5512, 0.3772, -0.0050], [0.6920, 1.0972, -1.2046], [0.9306, 0.7848, -3.9501], [-0.7946, -2.0259, -0.9559], [-0.4115, 1.4277, 0.2576], [-0.0141, -0.3425, 4.1874], [-0.7253, 1.3252, -3.5120], [-2.1955, 1.5601, -0.5019], [2.0517, -4.8733, -0.2678], [1.4066, -4.2248, 1.4653], [-2.2175, 3.2763, 3.1032]]
}